Record 1
{"formula": "C39H50BClN4O7V", "method": "ωB97M-V with the def2-TZVPD basis set", "species": ["V", "C", "C", "C", "C", "C", "C", "C", "C", "C", "C", "C", "C", "H", "H", "H", "H", "H", "H", "H", "H", "H", "H", "H", "H", "H", "H", "H", "H", "H", "H", "O", "C", "O", "C", "C", "Cl", "N", "N", "C", "C", "O", "O", "C", "C", "C", "C", "C", "C", "H", "H", "H", "H", "H", "H", "C", "C", "C", "O", "B", "O", "C", "C", "C", "H", "H", "H", "H", "H", "H", "H", "H", "H", "H", "H", "H", "C", "C", "N", "C", "C", "C", "O", "C", "C", "C", "C", "N", "C", "H", "H", "H", "H", "H", "H", "H", "H", "H", "H", "H", "H", "H", "H"], "positions_angstrom": [[-0.4857, 1.2120, 0.2296], [-2.3063, -1.2406, 4.0332], [-2.5510, -0.3959, 2.8140], [-1.9835, 0.8844, 2.7626], [-1.2296, 1.3843, 3.9650], [-2.2253, 1.7294, 1.6441], [-2.0326, 3.2294, 1.7951], [-3.1000, 1.2659, 0.6102], [-3.4226, 2.1754, -0.5509], [-3.7371, 0.0284, 0.7373], [-4.8417, -0.3894, -0.1903], [-3.4044, -0.8319, 1.7955], [-3.9921, -2.2083, 1.8191], [-1.2542, -1.5143, 4.0912], [-2.8868, -2.1535, 4.0296], [-2.5720, -0.6887, 4.9328], [-1.9291, 1.8343, 4.6703], [-0.4809, 2.1205, 3.6964], [-0.7248, 0.5711, 4.4786], [-1.8453, 3.7278, 0.8426], [-1.2088, 3.4681, 2.4624], [-2.9515, 3.6428, 2.2190], [-4.2402, 2.8491, -0.2874], [-3.7214, 1.6057, -1.4277], [-2.5644, 2.7845, -0.8436], [-4.5246, -1.1968, -0.8503], [-5.2122, 0.4350, -0.7877], [-5.6806, -0.7547, 0.3978], [-4.9339, -2.2195, 2.3664], [-3.3112, -2.9090, 2.2904], [-4.1845, -2.5656, 0.8131], [3.9542, 2.5441, -4.2961], [2.9262, 2.4847, -3.4477], [2.1268, 3.3733, -3.3493], [2.8091, 1.2598, -2.6271], [3.7291, 0.2756, -2.2777], [5.3915, 0.1593, -2.6493], [3.1017, -0.5986, -1.4608], [1.8310, -0.2341, -1.2562], [1.6393, 0.8781, -1.9398], [0.3008, 1.5363, -1.8618], [-0.6028, 1.2911, -2.6338], [0.1512, 2.3102, -0.8397], [3.6440, -1.7055, -0.7728], [4.4585, -2.6347, -1.4079], [4.9926, -3.6754, -0.6659], [4.7169, -3.7909, 0.6859], [3.8823, -2.8728, 1.3043], [3.3378, -1.8303, 0.5775], [4.5245, 1.7617, -4.2771], [4.6532, -2.5628, -2.4675], [5.6241, -4.4032, -1.1490], [5.1406, -4.5997, 1.2615], [3.6814, -2.9567, 2.3608], [2.6812, -1.0959, 1.0222], [4.3634, 3.0425, 0.9765], [3.3265, 2.2678, 1.7804], [4.0029, 1.1770, 2.6156], [2.4411, 1.5794, 0.8659], [1.1607, 1.7587, 1.2669], [1.0600, 2.5917, 2.3307], [2.3487, 3.1820, 2.6075], [2.5947, 3.1889, 4.1128], [2.2540, 4.6256, 2.1074], [5.0639, 2.3520, 0.5129], [4.9086, 3.7157, 1.6310], [3.8846, 3.6217, 0.1920], [4.5391, 0.5122, 1.9425], [3.2585, 0.5839, 3.1414], [4.7026, 1.6022, 3.3273], [2.4575, 2.2045, 4.5500], [1.9025, 3.8782, 4.5915], [3.6069, 3.5316, 4.3029], [2.0437, 4.6426, 1.0409], [3.1616, 5.1825, 2.3157], [1.4269, 5.1032, 2.6290], [-4.4765, -2.4977, -4.7628], [-3.2627, -3.3697, -4.4616], [-2.3468, -2.7855, -3.4884], [-1.1310, -2.1821, -3.9918], [-1.3983, -0.9464, -4.8484], [-2.6312, -2.9640, -2.1922], [-3.6443, -3.5144, -1.7910], [-1.6661, -2.4663, -1.1442], [-1.1464, -3.3679, -0.2155], [-0.4248, -2.8675, 0.8573], [-0.2688, -1.5033, 0.9922], [-0.7857, -0.6305, 0.1181], [-1.4676, -1.1133, -0.9252], [-5.1547, -3.0538, -5.4044], [-4.1991, -1.5770, -5.2669], [-5.0013, -2.2521, -3.8439], [-2.7061, -3.5719, -5.3781], [-3.6166, -4.3151, -4.0445], [-0.5933, -2.9297, -4.5893], [-0.4997, -1.9059, -3.1449], [-1.8164, -1.2223, -5.8124], [-0.4652, -0.4159, -5.0153], [-2.0801, -0.2699, -4.3398], [-1.2991, -4.4284, -0.3333], [0.0117, -3.5280, 1.5876], [0.2783, -1.0761, 1.8257], [-1.8725, -0.3862, -1.6213]], "lowdin_charge": [0.9396, -0.0225, -0.1797, -0.1719, -0.0130, -0.2843, -0.0085, -0.2091, -0.0218, -0.1782, -0.0074, -0.1627, -0.0191, 0.0878, 0.0703, 0.0968, 0.1124, 0.0569, 0.0801, 0.0871, 0.0728, 0.1150, 0.1110, 0.0825, 0.0749, 0.0774, 0.0777, 0.1002, 0.1088, 0.0755, 0.0713, 0.1340, -0.4791, 0.1544, -0.0505, -0.5516, 0.8345, -0.0581, 0.1850, -0.1304, -0.5571, 0.1329, -0.0560, -0.1997, -0.0354, -0.0620, -0.0700, -0.0644, -0.0196, 0.0632, 0.1030, 0.1117, 0.1099, 0.1084, 0.0920, 0.0116, -0.4328, -0.0006, 0.0904, -0.6343, 0.0614, -0.4382, 0.0034, 0.0064, 0.0899, 0.0977, 0.0932, 0.0850, 0.0932, 0.0958, 0.0877, 0.0953, 0.0980, 0.0992, 0.0954, 0.0969, -0.0592, -0.1845, -0.0496, -0.1917, -0.0663, -0.4354, 0.0739, -0.0826, 0.0495, -0.0033, -0.0925, -0.0639, -0.0442, 0.0806, 0.0641, 0.0718, 0.1248, 0.1233, 0.1290, 0.1047, 0.0736, 0.0752, 0.0715, 0.1377, 0.1211, 0.1297, 0.1333], "e_above_lowest_ev": 2.291, "homo_ev": [-10.745, -11.573], "energy_ha": -3690.7716, "charge": 1, "spin_multiplicity": 3}


Record 2
{"formula": "C29H54N5O4SiSr", "method": "ωB97M-V with the def2-TZVPD basis set", "species": ["Sr", "C", "C", "N", "C", "C", "N", "C", "C", "C", "N", "C", "C", "N", "C", "H", "H", "H", "H", "H", "H", "H", "H", "H", "H", "H", "H", "H", "H", "H", "H", "H", "H", "H", "H", "H", "H", "H", "H", "O", "C", "O", "C", "C", "C", "C", "C", "N", "C", "O", "O", "H", "H", "H", "C", "C", "C", "C", "Si", "C", "C", "C", "C", "C", "C", "C", "C", "H", "H", "H", "H", "H", "H", "H", "H", "H", "H", "H", "H", "H", "H", "H", "H", "H", "H", "H", "H", "H", "H", "H", "H", "H", "H", "H"], "positions_angstrom": [[0.0316, -0.7320, 0.7364], [-4.0292, 0.1725, 2.9757], [-3.2372, 1.4375, 3.3469], [-2.0284, 1.6519, 2.5562], [-1.9938, 2.8033, 1.6765], [-3.0629, 2.7325, 0.5822], [-3.2237, 1.4018, 0.0118], [-3.2191, 1.3013, -1.4422], [-4.0255, 0.0953, -1.9316], [-3.1975, -1.1602, -2.1739], [-2.3788, -1.5549, -1.0293], [-3.1283, -2.2336, 0.0214], [-2.2288, -2.4014, 1.2482], [-2.1662, -1.1485, 2.0366], [-3.1885, -1.0925, 3.1128], [-4.3838, 0.2625, 1.9467], [-4.9050, 0.1144, 3.6305], [-2.9707, 1.3884, 4.4083], [-3.9041, 2.3002, 3.2362], [-1.1835, 1.5590, 3.1031], [-1.0054, 2.8265, 1.2119], [-2.1237, 3.7620, 2.2062], [-2.7918, 3.4650, -0.1863], [-4.0224, 3.0676, 0.9988], [-2.5866, 0.7479, 0.4515], [-2.2025, 1.2552, -1.8598], [-3.6749, 2.2134, -1.8333], [-4.5295, 0.3335, -2.8729], [-4.8118, -0.0945, -1.1964], [-2.5136, -0.9777, -3.0057], [-3.8646, -1.9789, -2.4837], [-1.6187, -2.1555, -1.3459], [-3.5070, -3.2339, -0.2372], [-3.9932, -1.6267, 0.3029], [-1.2846, -2.7007, 0.7858], [-2.5057, -3.2408, 1.8938], [-1.3297, -1.2198, 2.6109], [-2.6609, -1.0397, 4.0707], [-3.7925, -2.0029, 3.1246], [0.9125, -5.1630, -0.3345], [0.7966, -4.0340, 0.1301], [0.4828, -2.9474, -0.4666], [0.9138, -3.8716, 1.6558], [0.5632, -4.8519, 2.5737], [0.2947, -4.4728, 3.8851], [0.3688, -3.1368, 4.2563], [0.8407, -2.2354, 3.3061], [1.1635, -2.6334, 2.0852], [0.8856, -0.7010, 3.6701], [0.4655, -0.4415, 4.8015], [1.2680, 0.0895, 2.7684], [0.4446, -5.8724, 2.2349], [-0.0236, -5.2213, 4.6017], [0.0716, -2.7777, 5.2302], [3.0142, 3.5298, -1.9029], [1.8766, 2.7308, -1.2594], [1.7195, 3.2321, 0.1854], [0.5758, 3.1106, -1.9765], [2.0136, 0.7437, -1.2405], [1.7742, 0.1185, -3.1110], [2.4326, 0.9364, -4.2255], [2.2769, -1.3279, -3.2237], [0.2682, 0.0425, -3.4070], [3.8631, 0.2860, -0.7091], [4.2503, 1.0995, 0.5327], [4.9643, 0.4880, -1.7547], [3.8853, -1.1846, -0.2647], [2.8007, 4.6083, -1.8503], [3.1584, 3.2760, -2.9538], [3.9636, 3.3677, -1.3906], [1.0344, 2.6070, 0.7657], [1.3248, 4.2588, 0.1896], [2.6615, 3.2453, 0.7300], [0.3689, 4.1820, -1.8405], [-0.2814, 2.5566, -1.5760], [0.6202, 2.9222, -3.0498], [3.5072, 1.0517, -4.0745], [2.0020, 1.9360, -4.3137], [2.2879, 0.4380, -5.1958], [3.3629, -1.3982, -3.1600], [1.9845, -1.7410, -4.1999], [1.8475, -1.9735, -2.4526], [-0.2166, 1.0194, -3.4330], [-0.2437, -0.5608, -2.6508], [0.0972, -0.4378, -4.3819], [4.4226, 2.1509, 0.3001], [5.1868, 0.7046, 0.9510], [3.4893, 1.0398, 1.3162], [5.0212, 1.5217, -2.1012], [4.8281, -0.1460, -2.6318], [5.9425, 0.2322, -1.3212], [3.1621, -1.3755, 0.5333], [4.8780, -1.4366, 0.1361], [3.6690, -1.8810, -1.0741]], "lowdin_charge": [1.3214, -0.1781, -0.2093, -0.0703, -0.2092, -0.2184, -0.0534, -0.2210, -0.1786, -0.2284, -0.0698, -0.2000, -0.2443, -0.1405, -0.1893, 0.0891, 0.1071, 0.1178, 0.1079, 0.1057, 0.0917, 0.1144, 0.1099, 0.0997, 0.0538, 0.0975, 0.1116, 0.1052, 0.0999, 0.1071, 0.1142, 0.0929, 0.1245, 0.1120, 0.0446, 0.1242, 0.0321, 0.1228, 0.1142, 0.0234, -0.6301, -0.1918, -0.1857, -0.0029, -0.0499, -0.0110, -0.2156, 0.0647, -0.6856, -0.0064, -0.1572, 0.1143, 0.1016, 0.1108, -0.1091, -0.6462, -0.1344, -0.1334, 0.7900, -0.6433, -0.1110, -0.1201, -0.1452, -0.6479, -0.1220, -0.1106, -0.1250, 0.0753, 0.0590, 0.0541, 0.0352, 0.0767, 0.0596, 0.0766, 0.0498, 0.0544, 0.0612, 0.0542, 0.0745, 0.0548, 0.0786, 0.0599, 0.0509, 0.0378, 0.0802, 0.0535, 0.0781, 0.0674, 0.0602, 0.0527, 0.0753, 0.0516, 0.0784, 0.0592], "e_above_lowest_ev": 2.083, "homo_ev": -3.549, "energy_ha": -2032.5293, "charge": -1}


Record 3
{"formula": "C45H46BiN7O9Sb2", "method": "ωB97M-V with the def2-TZVPD basis set", "species": ["Bi", "O", "C", "O", "C", "C", "C", "N", "C", "C", "C", "C", "C", "C", "C", "N", "C", "C", "C", "C", "C", "N", "H", "H", "H", "H", "H", "H", "H", "H", "H", "H", "O", "C", "O", "C", "C", "N", "N", "C", "C", "O", "O", "H", "H", "H", "C", "Sb", "C", "C", "C", "C", "C", "C", "C", "C", "C", "Sb", "C", "C", "H", "H", "H", "H", "H", "H", "H", "H", "H", "H", "H", "H", "H", "H", "H", "H", "H", "H", "H", "H", "N", "C", "N", "C", "C", "O", "C", "C", "H", "H", "H", "H", "H", "H", "H", "H", "O", "C", "O", "C", "C", "C", "C", "C", "C", "H", "H", "H", "H", "H"], "positions_angstrom": [[0.1477, -0.0975, -0.0281], [4.4930, 3.1856, 4.9387], [3.7688, 3.5271, 4.0079], [3.6892, 4.5766, 3.3372], [2.8680, 2.4495, 3.4049], [3.4136, 1.3366, 2.7677], [2.5946, 0.4878, 2.0448], [1.2739, 0.6947, 1.9642], [0.7246, 1.7001, 2.6597], [1.4862, 2.5901, 3.3866], [-0.7425, 1.8699, 2.5323], [-1.4883, 2.5811, 3.4658], [-2.8421, 2.7603, 3.2424], [-3.4146, 2.2355, 2.0939], [-2.6039, 1.5268, 1.2272], [-1.3096, 1.3390, 1.4511], [3.1228, -0.6917, 1.3064], [4.4453, -1.1039, 1.4251], [4.8709, -2.2193, 0.7252], [3.9690, -2.9030, -0.0726], [2.6740, -2.4277, -0.1457], [2.2626, -1.3553, 0.5246], [4.4796, 1.1816, 2.8309], [1.0334, 3.4398, 3.8757], [-1.0187, 2.9725, 4.3550], [-3.4429, 3.3045, 3.9581], [-4.4637, 2.3637, 1.8729], [-2.9949, 1.0968, 0.3124], [5.1342, -0.5695, 2.0586], [5.8965, -2.5507, 0.8081], [4.2530, -3.7832, -0.6295], [1.9373, -2.9204, -0.7630], [-1.1919, -6.1338, 0.2877], [-0.4686, -5.9044, -0.7944], [0.0602, -6.7843, -1.4269], [-0.3274, -4.4859, -1.2357], [0.2479, -4.1329, -2.4439], [0.2166, -2.7955, -2.5208], [-0.3472, -2.2480, -1.4429], [-0.6659, -3.2534, -0.6405], [-1.2733, -2.9257, 0.6955], [-1.9235, -3.8018, 1.2653], [-1.0707, -1.7448, 1.1261], [-1.5374, -5.2892, 0.6913], [0.6513, -4.7555, -3.2215], [0.5916, -2.1777, -3.2265], [-5.1325, -2.9288, -1.9421], [-4.0939, -1.3038, -1.0069], [-5.0990, -1.5216, 0.8758], [-5.3859, 0.2706, -1.7747], [-5.2240, 0.4173, -3.2537], [-6.0729, -0.3142, -4.0850], [-5.9828, -0.2519, -5.4627], [-5.0346, 0.5742, -6.0465], [-4.1957, 1.3173, -5.2373], [-4.2564, 1.2484, -3.8451], [-3.3090, 2.0906, -3.0605], [-1.3805, 1.1895, -2.5775], [-1.2767, -0.1451, -4.2525], [-0.2055, 2.6958, -3.5358], [-6.2039, -2.7323, -1.9516], [-4.9391, -3.8312, -1.3634], [-4.7809, -3.0777, -2.9608], [-6.1694, -1.6380, 0.7079], [-4.9229, -0.6555, 1.5102], [-4.7073, -2.3998, 1.3831], [-5.1580, 1.1888, -1.2350], [-6.4082, -0.0187, -1.5304], [-6.8315, -0.9381, -3.6295], [-6.6583, -0.8327, -6.0756], [-4.9587, 0.6510, -7.1221], [-3.4703, 1.9826, -5.6912], [-3.7383, 2.4667, -2.1346], [-3.0063, 2.9553, -3.6498], [-1.7272, 0.3363, -5.1196], [-1.7956, -1.0826, -4.0621], [-0.2206, -0.3279, -4.4494], [-0.3986, 2.6543, -4.6068], [0.8505, 2.5141, -3.3485], [-0.4720, 3.6704, -3.1366], [-0.5443, 3.4921, -0.4326], [0.3816, 3.9644, 0.0804], [1.4179, 4.4861, 0.7007], [1.2381, 5.7044, 1.5001], [1.5418, 6.9188, 0.6350], [2.8323, 6.8347, 0.0690], [2.9793, 5.6800, -0.7344], [2.7444, 4.4141, 0.0744], [1.9421, 5.6348, 2.3349], [0.2146, 5.7350, 1.8745], [1.5240, 7.8304, 1.2318], [0.7887, 7.0033, -0.1640], [3.9957, 5.7023, -1.1275], [2.2732, 5.7231, -1.5791], [3.4676, 4.3336, 0.8914], [2.7828, 3.5226, -0.5487], [1.5219, -0.2568, -2.3156], [2.3153, 0.5714, -1.8084], [1.9950, 1.2682, -0.7941], [3.6991, 0.7028, -2.3501], [4.6611, 1.4172, -1.6421], [5.9559, 1.5020, -2.1272], [6.2904, 0.8760, -3.3201], [5.3340, 0.1588, -4.0255], [4.0408, 0.0678, -3.5389], [4.3888, 1.8832, -0.7059], [6.7040, 2.0535, -1.5748], [7.3007, 0.9444, -3.6995], [5.5989, -0.3289, -4.9537], [3.2827, -0.4894, -4.0720]], "lowdin_charge": [1.8860, 0.0203, -0.7071, -0.0140, -0.0630, 0.0771, -0.1963, 0.0271, -0.1981, 0.0578, -0.2132, 0.0135, -0.0295, -0.0327, -0.1474, -0.0217, -0.1964, 0.0169, -0.0261, -0.0218, -0.0930, 0.0247, 0.1249, 0.1284, 0.1183, 0.1165, 0.1119, 0.0476, 0.1142, 0.1180, 0.1150, 0.0916, 0.1316, -0.5025, 0.1016, -0.0474, 0.0107, 0.0277, -0.0272, -0.1855, -0.6174, 0.0531, -0.2052, 0.0647, 0.1426, 0.1372, -0.3263, 1.3253, -0.3128, -0.3335, -0.2932, -0.0630, -0.0838, -0.0848, -0.0742, -0.2896, -0.3033, 1.2640, -0.3075, -0.3080, 0.0039, 0.0035, -0.0012, 0.0075, -0.0125, 0.0023, 0.0413, 0.0637, 0.1058, 0.1020, 0.1017, 0.1119, 0.0446, 0.0575, -0.0014, -0.0002, -0.0073, 0.0108, -0.0043, -0.0065, 0.1614, -0.2816, -0.0704, -0.1105, -0.1832, -0.1161, -0.1763, -0.1039, 0.1078, 0.1303, 0.1299, 0.1270, 0.1298, 0.1286, 0.1222, 0.0984, -0.1549, -0.6602, -0.1848, -0.1355, -0.0202, -0.0665, -0.0774, -0.0726, -0.0199, 0.1045, 0.1070, 0.1046, 0.1043, 0.1118], "homo_ev": -8.326, "energy_ha": -3498.0429}


> Number 2 is which compound?

C29H54N5O4SiSr